17
Properties=species:S:1:pos:R:3:forces:R:3:mulliken_charge:R:1 method="wB97M-V/def2-TZVPD" homo_energy_ev="-19.373 / -19.372" e_tot_ev=-9778.32579 lumo_energy_ev="-12.43 / -12.43" orbital_gap_ev="6.943 / 6.939" smiles="[H]/N=[N+]1/C=[NH+]C(C)=C1C" charge=+2
H -0.165722 -1.958045 -2.706892 2.4 0.8 -2.7 0.2963
N -0.493479 -1.946646 -1.800113 -2.4 0.1 3.0 -0.7292
N -0.351930 -1.102913 -0.913681 -1.4 -1.1 1.8 0.7511
C -1.335837 -1.379093 0.214013 -0.8 -2.3 -0.4 0.0045
N -1.072239 -0.551009 1.142150 -0.7 -1.0 -1.5 0.0911
C -0.066382 0.364903 0.747863 0.6 -0.3 -1.6 0.5522
C 0.058651 1.452175 1.682853 1.5 -0.6 1.7 -1.4334
C 0.405211 0.011005 -0.481219 0.1 0.8 -0.9 0.5424
C 1.431202 0.630414 -1.389061 0.7 -3.2 2.7 -1.1798
H -2.082927 -2.283177 0.040420 1.5 2.1 0.7 0.4438
H -1.541512 -0.357412 2.008775 -0.7 -0.5 0.7 0.3001
H 0.235731 0.990154 2.718140 0.0 0.9 -1.2 0.4019
H -0.875393 1.943623 1.714548 -1.4 0.7 0.2 0.4692
H 0.781897 2.204068 1.439315 0.6 0.1 0.0 0.3767
H 2.357082 0.122962 -0.980929 -0.3 0.9 -0.7 0.3674
H 1.410061 1.629864 -1.056093 0.5 1.6 -1.0 0.3867
H 1.305584 0.229126 -2.380087 -0.1 1.0 -0.7 0.3592

18
Properties=species:S:1:pos:R:3:forces:R:3:mulliken_charge:R:1 method="wB97M-V/def2-TZVPD" homo_energy_ev="-7.742 / -8.163" e_tot_ev=-11843.38792 lumo_energy_ev="-1.29 / -0.98" orbital_gap_ev="6.456 / 7.185"
C 1.684796 0.110681 1.123938 0.0 0.3 0.2 -1.4170
C -0.155919 -0.971212 -0.222402 -2.2 1.4 -1.2 -0.1728
C -1.331584 -0.112335 -0.135430 1.3 -2.2 1.3 0.3643
C 0.947217 0.164119 -0.202232 1.3 -0.8 -1.5 1.5193
N -2.564740 -0.504861 0.216054 0.1 0.4 -0.2 -0.4184
C -0.755147 1.191881 -0.256074 -0.6 1.1 -1.0 -0.6566
O -0.626730 1.690115 -1.544982 0.4 -0.1 0.4 -0.5320
N 0.019114 -2.230664 -0.278196 1.8 0.2 1.7 -0.7055
N 1.604837 0.504118 -1.316992 -0.5 -0.4 1.1 -0.8615
H 0.233337 1.307186 -1.902933 -0.2 0.2 0.0 0.4282
H -2.701493 -1.505323 0.325265 -0.2 0.4 0.0 0.2526
H -3.335440 0.097510 -0.039639 -0.1 -0.4 0.1 0.2405
H -0.119145 -2.769246 0.582440 -1.0 -0.4 -0.9 0.2487
H 2.583281 0.718604 -1.125467 -0.2 0.3 0.0 0.2303
H -1.134264 1.979903 0.399976 0.2 0.0 0.2 0.3499
H 1.921510 1.131575 1.434401 0.1 -0.1 0.0 0.3606
H 1.113850 -0.354551 1.931247 -0.1 0.0 -0.1 0.3958
H 2.616519 -0.447501 1.011025 -0.1 0.0 0.0 0.3736

18
Properties=species:S:1:pos:R:3:forces:R:3:mulliken_charge:R:1 method="wB97M-V/def2-TZVPD" homo_energy_ev=-8.940 e_tot_ev=-11845.03354 lumo_energy_ev=0.81 orbital_gap_ev=9.751
C 1.261752 -1.387857 1.143152 2.8 -0.6 -1.2 -1.0314
C 0.323019 -0.277535 0.964965 -0.9 0.3 0.6 1.0025
N -0.949327 -0.197778 0.807266 -0.2 -1.5 0.0 -0.1796
N -1.795352 -1.284806 0.784615 -0.2 2.1 -0.5 -0.6050
C 1.050783 1.051627 1.018419 -3.0 2.3 -0.1 -0.0203
N 0.206851 2.107286 0.693168 -0.8 -3.6 -0.2 -0.3370
O 2.151226 1.165282 1.436449 2.8 -0.1 0.6 -0.5701
H 2.020145 -1.282836 1.966902 -0.9 0.6 -0.7 0.2629
H 1.919603 -1.267025 0.173727 -1.0 -0.8 1.7 0.1928
H 0.943609 -2.413605 1.259022 -0.7 -0.1 -0.4 0.4055
H -1.540403 -2.211544 0.992509 0.7 -0.9 0.3 0.1736
H -2.785239 -1.061772 0.685355 0.9 0.0 0.2 0.1970
H -0.624452 1.582241 0.340089 0.2 2.0 0.1 0.3310
H 0.405345 3.068833 0.574915 0.4 0.5 -0.1 0.1680
C -0.627754 1.670698 -2.876995 -2.8 0.4 -0.9 -0.1875
C 0.317968 1.461429 -2.222968 2.9 -0.8 0.9 -0.6833
H -1.640297 1.746717 -3.129170 -0.6 0.3 -0.7 0.3747
H 1.245527 1.177889 -1.824511 0.5 0.1 0.4 0.5063

18
Properties=species:S:1:pos:R:3:forces:R:3:mulliken_charge:R:1 method="wB97M-V/def2-TZVPD" homo_energy_ev=-8.435 e_tot_ev=-11847.13221 lumo_energy_ev=0.56 orbital_gap_ev=8.991 smiles="C=NC(=O)[C@@H](N)C(=C)N"
C -0.024975 2.408169 0.169184 -0.9 -0.3 -0.3 -0.3016
N -0.527632 1.584566 -0.683912 1.3 2.4 0.2 -0.3585
C 0.423523 0.785297 -1.315047 1.5 -1.0 -0.2 0.3827
O 1.138083 1.161065 -2.237160 -1.3 -0.5 1.4 -0.5597
C 0.554447 -0.615240 -0.654156 -1.0 0.2 0.5 0.3016
N 1.850979 -0.670812 0.055088 -0.5 0.1 -0.3 -0.7423
C -0.678666 -0.846239 0.306691 1.2 -1.1 0.7 0.5077
C -0.546493 -1.109679 1.621446 0.6 0.3 -0.5 -1.2645
N -1.912684 -1.028071 -0.316234 -0.1 0.6 -0.8 -0.5806
H -0.604295 3.283254 0.497077 -0.1 -0.7 0.1 0.2668
H 0.963575 2.294605 0.644033 -0.1 0.0 -0.7 0.2680
H 0.531221 -1.365237 -1.453904 -0.4 0.0 0.0 0.3885
H 1.989424 -1.633211 0.360943 0.1 0.3 0.0 0.2637
H 2.581486 -0.452485 -0.625120 -0.2 -0.1 0.2 0.2625
H -1.382648 -1.466375 2.211986 -0.1 0.3 -0.1 0.2700
H 0.396473 -0.993084 2.143669 0.0 -0.1 -0.2 0.3494
H -2.692994 -0.993597 0.335657 0.3 0.0 -0.2 0.2452
H -2.058826 -0.342927 -1.060242 -0.1 -0.4 0.3 0.3010

18
Properties=species:S:1:pos:R:3:forces:R:3:mulliken_charge:R:1 method="wB97M-V/def2-TZVPD" homo_energy_ev=-7.935 e_tot_ev=-11845.36119 lumo_energy_ev=0.58 orbital_gap_ev=8.513
C -1.144571 -1.542619 -1.815175 0.3 0.4 -0.4 -0.8174
N -1.092393 -0.692283 -0.652959 0.2 0.2 1.4 -0.3064
C -0.160028 -0.663805 0.186340 -1.1 -0.8 1.2 0.7135
C 1.144245 -1.407370 0.225500 0.0 0.0 0.2 -1.3432
N -0.602527 -0.212631 1.819244 1.3 -3.3 -2.6 -0.0893
N -0.825145 0.910988 2.083961 -0.6 3.4 -1.3 -0.3687
C -0.656229 1.833423 0.783108 -0.8 0.2 2.5 0.8228
C 0.766403 2.310771 0.734353 0.1 -0.1 -0.8 -1.0151
O -1.620085 2.165691 0.180626 0.7 -0.1 -0.1 -0.4480
H -1.407721 -0.915761 -2.670638 0.0 -0.2 0.0 0.2791
H -1.957460 -2.259993 -1.681422 0.1 0.1 0.1 0.2679
H -0.219988 -2.080185 -2.040403 0.0 0.0 0.0 0.3094
H 1.935088 -0.786648 -0.196185 0.1 0.0 0.0 0.2391
H 1.104231 -2.347616 -0.327880 0.0 0.1 -0.1 0.4127
H 1.400326 -1.645638 1.260702 0.0 0.1 -0.1 0.3776
H 0.747793 3.396803 0.864383 0.0 -0.1 0.0 0.3360
H 1.398160 1.854657 1.491382 -0.2 0.0 0.1 0.3602
H 1.189901 2.082218 -0.244937 0.0 0.2 -0.1 0.2697

18
Properties=species:S:1:pos:R:3:forces:R:3:mulliken_charge:R:1 method="wB97M-V/def2-TZVPD" homo_energy_ev=-8.112 e_tot_ev=-11843.22419 lumo_energy_ev=0.84 orbital_gap_ev=8.947
C 0.870897 0.196342 2.272048 0.0 -1.3 -2.3 -0.6081
C 0.351076 0.965535 1.363777 1.3 -1.2 -3.3 -0.3229
C 1.444605 -1.055438 1.629793 1.1 0.0 0.0 0.6190
C -1.319162 -0.769717 -0.761581 0.0 4.3 1.7 -1.1054
C -0.747793 1.212889 -1.812674 4.5 -0.2 2.9 -1.0919
N 1.334904 -0.970260 0.279830 -0.7 -2.5 -1.5 -0.0735
N 0.914819 0.116278 -0.340504 -2.6 6.6 1.9 -0.4103
N -0.183273 0.020531 -1.227497 -0.8 -2.6 0.8 0.0578
O 2.117311 -1.940468 2.105344 -0.3 -0.3 1.1 -0.6360
H 0.983107 0.338934 3.286475 0.1 0.2 2.0 0.4899
H -0.013253 1.946750 1.220629 -0.3 0.7 0.2 0.4166
H -0.978577 -1.471492 -0.148395 1.3 -3.4 2.4 0.4442
H -2.103334 -0.209100 -0.119131 1.1 -0.3 -1.1 0.2597
H -1.718580 -1.142773 -1.596563 -2.1 -1.7 -3.0 0.4736
H -1.452246 1.601086 -1.183180 -2.2 1.2 1.5 0.4472
H 0.071868 1.870828 -1.868388 0.9 1.4 -0.3 0.3745
H -1.064187 1.032433 -2.732529 -1.7 -0.9 -4.0 0.3716
H 1.491819 -1.742357 -0.367454 0.4 0.0 0.9 0.2941

18
Properties=species:S:1:pos:R:3:forces:R:3:mulliken_charge:R:1 method="wB97M-V/def2-TZVPD" homo_energy_ev=-9.490 e_tot_ev=-11847.18840 lumo_energy_ev=0.70 orbital_gap_ev=10.192
H 2.939421 -0.085910 0.056895 -0.2 0.2 -0.2 0.2512
N 2.411575 0.058097 0.918039 0.7 -0.4 0.4 -0.6009
C 1.322239 0.660632 0.783166 -0.3 0.4 -0.2 -0.2902
C 0.688970 1.156429 -0.498422 0.0 -0.5 -0.5 0.0022
O -0.064450 2.324637 -0.311830 -0.2 0.2 0.2 -0.5038
C -0.154732 0.020087 -1.146593 0.4 0.7 -0.2 -0.7508
N -1.068303 -0.630268 -0.231204 0.3 -0.3 -0.3 -0.0552
C -0.672392 -1.872884 0.396962 0.2 -0.4 0.3 -0.9284
C -2.007567 0.091740 0.334446 -0.1 -0.1 -0.1 0.5433
N -2.846016 0.719539 0.808193 -0.6 0.6 0.4 -0.5576
H 0.746830 0.844546 1.688679 -0.2 0.1 0.1 0.4255
H 1.474663 1.434794 -1.212636 -0.1 -0.1 0.1 0.3872
H -0.815058 2.150327 0.272428 0.0 0.0 0.0 0.3463
H 0.508063 -0.745799 -1.554291 -0.1 0.0 0.0 0.4069
H -0.727035 0.469508 -1.965745 0.1 -0.1 0.0 0.3135
H -1.488776 -2.230623 1.021987 0.0 0.0 0.0 0.3683
H 0.221711 -1.749302 1.016934 -0.1 -0.1 0.0 0.3564
H -0.469143 -2.615551 -0.377007 0.0 0.0 0.1 0.2860